Entry from OMol25: C9H16N2O2 as an isolated structure in a non-equilibrium geometry (the ωB97M-V functional and the def2-TZVPD basis).

LUMO energy in eV: 0.4
ΔE to the lowest compared entry with this formula, charge and spin in eV: 4.0763
Energy in eV: -16665.23122
Kohn-Sham gap in eV: 9.81
Highest occupied orbital energy in eV: -9.44

Positions of all 29 atoms, in Å:
C -2.98596 1.21427 -3.21812
C -1.56667 1.26052 -2.83630
C -1.25213 0.67548 -1.70709
C -3.44736 -0.42098 -1.25132
C 1.69807 -0.25845 1.43876
C 2.96725 0.31368 0.61734
C 1.95577 -1.86869 1.65226
C 0.40771 -0.14796 0.65230
C 1.75945 0.31273 2.85368
H -4.70985 0.15133 -2.74678
H -0.95342 1.95598 -3.45277
H -0.20143 0.67144 -1.31589
H -1.69406 -0.24033 -0.02861
H 3.89242 -0.54385 0.81940
H 2.74137 0.31686 -0.53250
H 2.97091 1.51512 1.20513
H 1.19792 -2.25887 2.26954
H 1.96105 -2.36802 0.53334
H 2.86786 -2.07569 2.08631
H -0.33614 -0.76998 1.03035
H 0.82221 -0.71159 -0.31732
H -0.02304 0.92968 0.58050
H 1.65050 1.38741 2.92364
H 0.96785 0.01898 3.58332
H 2.72470 0.27323 3.27463
N -3.70486 0.11835 -2.46454
N -2.11341 -0.05771 -0.93169
O -3.46552 1.68063 -4.19225
O -4.13120 -1.07357 -0.52532